C57H87BN10O11 | ωB97M-V/def2-TZVPD

Computed properties:
- Gap between HOMO and LUMO: 7.750 eV
- Total charge: 0
- HOMO: -8.03 eV

The geometry in XYZ format:
```
166
C57H87BN10O11, DFT ωB97M-V/def2-TZVPD
C -4.518 -1.175 4.882
C -3.829 -0.603 3.642
C -3.043 0.660 3.954
C -2.432 1.231 2.673
N -1.619 2.511 2.850
C -0.337 2.072 3.554
C 0.735 3.015 3.045
C 0.347 3.354 1.619
C -1.133 2.992 1.497
C -2.262 3.595 3.634
C -3.634 4.015 3.128
C -4.035 5.406 3.657
H -5.074 -2.083 4.638
H -5.257 -0.483 5.298
H -3.838 -1.503 5.670
H -4.498 -0.572 2.783
H -3.116 -1.417 3.456
H -2.205 0.418 4.610
H -3.745 1.397 4.348
H -3.274 1.654 2.116
H -1.943 0.515 2.019
H -0.401 2.113 4.637
H -0.050 1.090 3.177
H 0.713 3.931 3.647
H 1.748 2.660 3.194
H 0.583 4.406 1.449
H 0.996 2.860 0.894
H -1.728 3.821 1.124
H -1.178 2.193 0.759
H -1.600 4.460 3.683
H -2.333 3.260 4.669
H -4.404 3.281 3.371
H -3.738 4.111 2.044
H -4.811 5.890 3.063
H -3.186 6.091 3.634
H -4.457 5.376 4.663
O 2.732 -1.885 1.240
C 1.934 -1.223 0.617
O 2.069 -0.811 -0.616
B 0.838 -0.051 -1.046
O -0.082 -0.195 0.119
C 0.530 -0.803 1.094
O 0.071 -0.993 2.192
O 1.077 1.346 -1.429
C 0.706 1.549 -2.674
O 0.627 2.589 -3.263
C 0.211 0.200 -3.224
O 0.261 -0.695 -2.242
O -0.194 0.013 -4.330
N -1.191 -5.709 0.956
C -2.556 -5.786 0.995
C -3.080 -4.578 1.436
C -1.959 -3.711 1.616
C -0.841 -4.459 1.351
H -0.571 -6.427 0.634
H -3.026 -6.721 0.731
H -4.119 -4.310 1.530
H -1.944 -2.680 1.932
H 0.183 -4.125 1.257
N 0.701 -4.718 3.933
C 2.061 -4.557 3.724
C 2.711 -5.029 4.849
C 1.721 -5.575 5.720
C 0.522 -5.270 5.179
H -0.065 -4.379 3.343
H 2.478 -4.138 2.827
H 3.775 -5.021 5.029
H 1.945 -5.989 6.689
H -0.495 -5.425 5.505
N -2.647 -4.502 -1.969
C -3.805 -4.691 -2.690
C -3.923 -3.661 -3.574
C -2.684 -2.968 -3.563
C -1.943 -3.455 -2.520
H -2.327 -5.021 -1.168
H -4.467 -5.525 -2.524
H -4.713 -3.443 -4.274
H -2.355 -2.111 -4.132
H -1.073 -3.054 -2.027
N 2.390 -2.057 5.671
C 2.666 -1.141 6.645
C 2.519 0.114 6.082
C 2.175 -0.069 4.713
C 2.103 -1.417 4.516
H 2.444 -3.063 5.771
H 2.719 -1.373 7.696
H 2.612 1.018 6.665
H 2.071 0.682 3.951
H 1.980 -1.977 3.606
N 0.992 5.462 -2.785
C 0.844 6.810 -2.964
C 0.873 7.427 -1.731
C 1.026 6.387 -0.772
C 0.942 5.191 -1.449
H 1.150 4.793 -3.517
H 0.779 7.290 -3.926
H 0.745 8.480 -1.549
H 1.028 6.570 0.292
H 0.939 4.164 -1.124
N 2.524 -4.370 -0.209
C 1.825 -4.087 -1.360
C 1.117 -5.231 -1.639
C 1.403 -6.213 -0.656
C 2.294 -5.637 0.235
H 2.876 -3.632 0.398
H 1.698 -3.129 -1.832
H 0.487 -5.325 -2.512
H 0.912 -7.169 -0.552
H 2.776 -6.003 1.124
N 5.013 2.988 1.442
C 5.153 2.895 2.807
C 4.448 1.803 3.249
C 3.845 1.234 2.100
C 4.109 2.043 1.023
H 5.427 3.680 0.846
H 5.830 3.555 3.323
H 4.451 1.471 4.273
H 3.208 0.365 2.112
H 3.858 1.869 -0.011
N 2.988 3.355 -6.959
C 3.047 3.483 -8.308
C 2.172 2.569 -8.856
C 1.701 1.768 -7.788
C 2.177 2.303 -6.605
H 3.466 3.958 -6.316
H 3.609 4.275 -8.774
H 1.977 2.417 -9.904
H 1.020 0.935 -7.854
H 2.015 2.095 -5.562
N -4.317 -1.614 -0.918
C -3.654 -0.429 -0.905
C -4.459 0.525 -0.323
C -5.625 -0.159 0.102
C -5.527 -1.469 -0.283
H -3.982 -2.464 -1.345
H -2.626 -0.420 -1.232
H -4.330 1.585 -0.173
H -6.530 0.251 0.523
H -6.263 -2.248 -0.196
C -0.077 5.294 -6.582
C -1.025 4.199 -6.052
O -2.378 4.607 -6.338
H -0.179 6.153 -5.914
H -0.382 5.692 -7.548
H 0.917 4.847 -6.576
H -1.026 4.116 -4.965
H -0.770 3.236 -6.501
H -2.550 4.270 -7.224
C -1.484 -0.894 -9.119
C -1.225 -1.145 -7.669
O -1.675 -0.032 -6.908
H -1.211 -1.716 -9.788
H -1.002 -0.013 -9.542
H -2.568 -0.866 -9.271
H -0.161 -1.335 -7.490
H -1.791 -2.035 -7.372
H -1.290 -0.094 -6.026
C 5.999 -3.053 3.873
C 5.994 -1.889 2.883
O 5.471 -2.362 1.632
H 6.946 -3.593 3.948
H 5.219 -3.770 3.625
H 5.786 -2.715 4.893
H 6.966 -1.415 2.752
H 5.237 -1.178 3.220
H 4.607 -1.968 1.468
```

---

C6H8N3O | ωB97M-V/def2-TZVPD

Computed properties:
- Gap between HOMO and LUMO: 7.732 eV
- Total charge: +1
- HOMO: -12.33 eV
- SMILES string: Cc1nc(C[NH+]=C=O)c[nH]1

The geometry in XYZ format:
```
18
C6H8N3O, DFT ωB97M-V/def2-TZVPD
C -1.075 -1.444 -0.424
C 0.178 -0.928 -0.135
C -1.262 0.640 0.120
C 2.962 0.581 0.009
C 1.571 -1.472 -0.194
C -1.850 1.997 0.229
N 0.061 0.409 0.102
N -2.008 -0.472 -0.214
N 2.465 -0.450 0.492
O 3.495 1.406 -0.507
H -1.327 -2.523 -0.311
H 1.627 -2.488 0.163
H 1.838 -1.517 -1.207
H -1.244 2.621 -0.463
H -2.779 2.048 -0.159
H -1.728 2.452 1.186
H -3.027 -0.585 -0.252
H 2.101 -0.275 1.563
```

---

C3H9NSi | ωB97M-V/def2-TZVPD

Computed properties:
- Gap between HOMO and LUMO: 8.939 eV
- Total charge: 0
- HOMO: -8.47 eV

The geometry in XYZ format:
```
14
C3H9NSi, DFT ωB97M-V/def2-TZVPD
C -0.198 0.678 -1.650
C 1.725 -0.508 0.775
C -1.500 -1.036 0.840
N -0.559 1.536 -0.589
Si 0.025 0.000 0.124
H -1.004 0.540 -2.355
H 0.799 0.897 -2.068
H 2.200 0.413 0.610
H 1.663 -0.601 1.878
H 2.249 -1.405 0.318
H -2.080 -1.177 -0.157
H -1.146 -1.826 1.452
H -2.234 -0.485 1.402
H 0.061 2.974 -0.580
```

---

C20H22N4O2Re | ωB97M-V/def2-TZVPD

Computed properties:
- Gap between HOMO and LUMO (alpha / beta): 8.129 / 5.552 eV
- Total charge: +4
- ⟨S²⟩: 3.788
- HOMO (alpha / beta): -21.25 / -21.32 eV
- 2S+1: 4

The geometry in XYZ format:
```
49
C20H22N4O2Re, DFT ωB97M-V/def2-TZVPD
N 0.999 -1.409 -1.751
C 1.282 -2.405 -2.278
C 2.033 -3.595 -2.625
H 3.072 -3.281 -2.851
H 1.570 -4.064 -3.509
H 2.006 -4.274 -1.749
N -2.923 -0.083 -0.518
C -4.103 -0.145 -0.575
C -5.374 -0.487 -0.030
H -5.930 -1.071 -0.812
H -5.885 0.483 0.207
H -5.110 -1.090 0.873
N 0.899 2.041 -0.378
C 0.919 3.158 -0.066
C 1.405 4.426 0.446
H 1.038 4.553 1.481
H 1.039 5.239 -0.208
H 2.517 4.380 0.426
Re -1.137 0.150 -0.854
C -1.140 0.763 1.045
O -1.316 0.928 2.188
C -1.054 -1.582 0.121
O -1.201 -2.489 0.836
C -1.096 -0.499 -3.161
C 0.008 0.364 -3.162
C -0.082 1.636 -2.643
C -1.287 2.108 -2.094
C -2.414 1.315 -2.206
C -2.316 -0.016 -2.718
H -1.023 -1.525 -3.474
H 0.972 0.010 -3.495
H 0.809 2.239 -2.590
H -1.355 3.065 -1.600
H -3.324 1.700 -1.739
H -3.129 -0.739 -2.656
N 1.520 -0.480 0.811
C 1.813 -0.496 2.163
C 0.918 -1.065 3.132
C 1.388 -1.253 4.445
C 2.684 -0.902 4.798
C 3.566 -0.357 3.841
C 3.099 -0.151 2.557
H 2.037 0.232 0.264
H 1.524 -1.376 0.331
H -0.082 -1.347 2.864
H 0.732 -1.700 5.212
H 3.062 -1.064 5.812
H 4.587 -0.088 4.100
H 3.783 0.239 1.788
```

---

C4H4 | ωB97M-V/def2-TZVPD

Computed properties:
- Gap between HOMO and LUMO: 10.038 eV
- Total charge: 0
- HOMO: -9.26 eV
- SMILES string: C#CC=C

The geometry in XYZ format:
```
8
C4H4, DFT ωB97M-V/def2-TZVPD
C 0.193 1.266 -0.868
C 0.000 -0.060 -0.634
C -0.138 -0.736 0.618
C -0.277 -1.378 1.656
H 0.364 1.631 -1.889
H 0.098 1.966 -0.036
H -0.015 -0.795 -1.471
H -0.224 -1.894 2.624
```

---

C5H8BrNO | ωB97M-V/def2-TZVPD

Computed properties:
- Gap between HOMO and LUMO: 9.644 eV
- Total charge: 0
- HOMO: -8.98 eV
- SMILES string: CC#[N+][O-].C/C=C/Br

The geometry in XYZ format:
```
16
C5H8BrNO, DFT ωB97M-V/def2-TZVPD
C 0.602 3.468 1.261
C -0.411 2.391 1.199
C -1.103 -2.119 -1.398
C 0.298 -1.627 -1.370
C 0.786 -1.024 -0.289
N -1.177 1.559 0.996
O -1.850 0.567 0.925
Br 2.416 -0.126 -0.179
H 0.494 4.271 0.497
H 0.600 3.957 2.348
H -1.143 -3.186 -1.734
H -1.559 -1.603 -2.211
H -1.672 -2.159 -0.620
H 0.939 -1.649 -2.247
H 1.507 2.869 1.128
H 0.330 -0.996 0.724
```

---

C13H23BCuN6Si | ωB97M-V/def2-TZVPD

Computed properties:
- Gap between HOMO and LUMO (alpha / beta): 5.935 / 3.148 eV
- Total charge: +2
- ⟨S²⟩: 0.768
- HOMO (alpha / beta): -15.56 / -14.82 eV
- 2S+1: 2

The geometry in XYZ format:
```
45
C13H23BCuN6Si, DFT ωB97M-V/def2-TZVPD
C 3.104 0.235 -0.201
N 1.829 0.179 -0.635
N 1.884 0.032 -2.007
C 3.161 -0.073 -2.413
C 3.972 0.046 -1.296
B 0.622 0.165 -2.881
N -0.345 -0.981 -2.523
N -0.946 -1.067 -1.280
C -1.884 -2.031 -1.381
C -1.833 -2.593 -2.671
C -0.857 -1.903 -3.356
Cu -0.102 0.276 0.159
N -0.092 1.487 -2.478
N -0.528 1.689 -1.192
C -1.080 2.911 -1.117
C -1.022 3.491 -2.397
C -0.392 2.561 -3.228
H -1.463 3.305 -0.187
H -0.131 2.556 -4.263
H -1.382 4.450 -2.673
H 0.894 0.175 -4.051
H -0.469 -1.962 -4.370
H 3.363 -0.218 -3.466
H -2.425 -3.404 -3.066
H 5.043 -0.001 -1.285
H -2.585 -2.278 -0.592
H 3.375 0.443 0.826
H -1.846 -0.730 1.691
C -1.992 -1.477 2.483
H -2.830 -2.119 2.197
H -1.082 -2.073 2.582
H -2.219 -0.987 3.434
C 1.069 2.814 1.809
Si -0.046 1.355 2.150
C 0.726 0.346 3.548
C -1.764 1.994 2.632
H 2.082 2.484 1.542
H 1.104 3.399 2.741
H 0.684 3.448 0.998
H 0.793 1.013 4.427
H 0.139 -0.544 3.819
H 1.743 0.032 3.260
H -1.618 2.607 3.541
H -2.177 2.626 1.827
H -2.466 1.173 2.850
```

---

C14H25KNO8 | ωB97M-V/def2-TZVPD

Computed properties:
- Gap between HOMO and LUMO: 4.848 eV
- Total charge: -1
- HOMO: -2.97 eV

The geometry in XYZ format:
```
49
C14H25KNO8, DFT ωB97M-V/def2-TZVPD
K -17.127 -18.701 -9.996
C -18.186 -20.710 -9.050
C -18.907 -20.666 -10.234
C -20.144 -21.426 -10.343
O -20.830 -21.580 -11.410
C -20.614 -22.188 -9.298
C -19.880 -22.316 -8.041
C -18.621 -21.447 -7.891
O -18.133 -21.402 -6.783
O -20.074 -23.050 -7.113
O -18.469 -19.795 -11.097
H -17.256 -20.161 -9.053
H -21.441 -22.879 -9.367
C -17.519 -19.821 -6.576
O -16.790 -18.777 -7.313
C -15.536 -18.278 -6.887
C -14.990 -17.172 -7.863
N -15.077 -17.654 -9.311
C -14.744 -16.690 -10.350
C -16.024 -15.855 -10.643
O -16.799 -16.538 -11.685
C -17.895 -15.784 -12.102
H -17.121 -20.814 -6.786
H -18.552 -19.939 -6.900
H -17.455 -19.549 -5.522
H -14.721 -19.002 -6.876
H -15.493 -17.941 -5.851
H -13.975 -16.882 -7.589
H -15.586 -16.266 -7.755
H -14.457 -18.444 -9.424
H -14.348 -17.079 -11.288
H -13.905 -16.171 -9.888
H -15.589 -14.995 -11.151
H -16.617 -15.584 -9.770
H -17.482 -15.035 -12.778
H -18.360 -15.260 -11.268
H -18.611 -16.422 -12.621
C -15.977 -20.881 -11.965
O -16.585 -20.553 -10.698
H -14.923 -20.618 -12.053
H -15.999 -21.970 -12.011
H -16.427 -20.357 -12.809
H -17.536 -20.541 -10.832
C -19.380 -18.085 -8.982
O -18.731 -17.185 -9.830
H -19.030 -17.924 -7.963
H -20.448 -18.266 -9.098
H -18.917 -19.019 -9.304
H -19.333 -17.178 -10.577
```

---

C5H10O2 | ωB97M-V/def2-TZVPD

Computed properties:
- Gap between HOMO and LUMO: 10.602 eV
- Total charge: 0
- HOMO: -9.84 eV
- SMILES string: C=C[C@@H](C)O.C=O

The geometry in XYZ format:
```
17
C5H10O2, DFT ωB97M-V/def2-TZVPD
C 0.796 -1.219 -1.185
C -0.094 0.031 -1.225
O -1.454 -0.323 -1.112
C 0.297 1.116 -0.233
C -0.573 1.741 0.562
C 0.016 -0.423 1.910
O -0.912 -1.146 1.623
H 1.865 -0.977 -1.235
H 0.608 -1.809 -0.280
H 0.549 -1.855 -2.041
H 0.013 0.480 -2.222
H -1.542 -0.823 -0.285
H 0.992 -0.480 1.400
H 1.356 1.379 -0.198
H -1.626 1.473 0.538
H -0.269 2.516 1.261
H -0.023 0.320 2.723
```

---

C3H4F2 | ωB97M-V/def2-TZVPD

Computed properties:
- Gap between HOMO and LUMO (alpha / beta): 9.214 / 8.370 eV
- Total charge: 0
- HOMO (alpha / beta): -8.66 / -8.16 eV
- SMILES string: C/C(F)=C/F

The geometry in XYZ format:
```
9
C3H4F2, DFT ωB97M-V/def2-TZVPD
C 0.295 -0.471 2.256
C 1.146 -0.066 0.659
C 0.384 0.077 -0.590
F 1.122 -0.580 3.283
F 2.387 -0.515 0.590
H -0.576 0.131 2.448
H -0.471 -0.600 -0.609
H -0.004 1.096 -0.671
H 1.034 -0.124 -1.444
```

---

C6H6O | ωB97M-V/def2-TZVPD

Computed properties:
- Gap between HOMO and LUMO: 10.590 eV
- Total charge: 0
- HOMO: -9.80 eV
- SMILES string: C#CC[C@H](O)C#C

The geometry in XYZ format:
```
13
C6H6O, DFT ωB97M-V/def2-TZVPD
O -2.374 0.453 0.549
C -1.184 0.351 -0.194
C 0.032 0.896 0.643
C 1.333 0.376 0.235
C 2.380 -0.120 -0.092
C -0.788 -0.981 -0.687
C 0.088 -1.716 -1.082
H -2.491 -0.366 1.046
H -1.324 1.005 -1.062
H -0.143 0.628 1.692
H 0.050 1.990 0.573
H 3.332 -0.518 -0.367
H 1.124 -2.002 -1.254
```

---

C18H19F6FeN5O5SbTe | ωB97M-V/def2-TZVPD

Computed properties:
- Gap between HOMO and LUMO (alpha / beta): 4.704 / 4.509 eV
- Total charge: -1
- ⟨S²⟩: 6.373
- HOMO (alpha / beta): -4.35 / -4.33 eV
- 2S+1: 5

The geometry in XYZ format:
```
56
C18H19F6FeN5O5SbTe, DFT ωB97M-V/def2-TZVPD
Fe 0.253 -0.326 0.413
O 4.761 0.208 -0.997
C 3.760 -0.059 -0.173
O 3.125 -1.082 -0.245
C 3.421 0.991 0.816
C 4.261 2.048 1.132
C 3.833 2.967 2.077
C 2.596 2.806 2.671
C 1.811 1.725 2.289
N 2.205 0.856 1.373
C 0.464 1.421 2.949
O 0.117 2.138 3.882
O -0.156 0.420 2.472
H 4.713 -0.441 -1.724
H 5.228 2.138 0.657
H 4.467 3.798 2.357
H 2.216 3.481 3.424
C -4.103 -1.726 -2.645
N -3.570 -1.834 -1.299
C -3.975 -2.798 -0.443
C -3.429 -2.924 0.781
C -2.411 -1.988 1.141
N -1.970 -1.094 0.267
C -2.434 -1.080 -1.002
O -1.906 -0.434 -1.912
N -1.919 -1.946 2.383
H -5.123 -2.104 -2.665
H -3.485 -2.283 -3.351
H -4.082 -0.681 -2.942
H -4.762 -3.449 -0.799
H -3.714 -3.713 1.458
H -2.030 -2.752 2.970
H -1.125 -1.333 2.546
C 1.756 1.838 -1.907
C 0.514 2.251 -1.188
C -0.101 3.475 -1.330
C -1.261 3.436 -0.533
C -1.312 2.196 0.067
C -2.428 1.758 0.967
N -0.203 1.453 -0.322
H 2.566 2.552 -1.745
H 1.578 1.771 -2.982
H 2.068 0.856 -1.582
H 0.250 4.288 -1.948
H -1.988 4.223 -0.396
H -2.927 2.640 1.367
H -2.057 1.156 1.790
H -3.167 1.168 0.418
Te 0.636 -1.491 -1.958
F 0.607 -1.908 1.154
Sb 1.719 -3.859 -0.545
F 2.450 -0.911 -2.888
F 3.334 -5.068 -0.864
F 1.229 -4.631 -2.269
F 0.444 -5.203 0.172
F -0.748 -2.940 -1.339
```

---

no.,F_max (hartree/bohr)
1,0.0594
2,0.1080
3,0.1077
4,0.1357
5,0.0511
6,0.1356
7,0.0815
8,0.3289
9,0.0100
10,0.1279
11,0.0250
12,0.0687